No. 1
Density functional theory data (wB97M-V/def2-TZVPD) for C5H10FN2 as an isolated structure.

The geometry in XYZ format:
```
18
Properties=species:S:1:pos:R:3
C 1.344 -1.882 0.840
C 2.396 -1.141 0.673
C -1.078 3.161 -0.380
C -1.296 1.889 -0.356
C -0.897 -2.301 0.105
N 0.085 -1.546 0.355
N -0.331 0.957 -0.785
F -0.907 -3.570 0.457
H 1.480 -2.673 1.593
H 2.431 -0.378 -0.013
H 3.370 -1.270 1.278
H -1.941 3.812 -0.213
H -0.192 3.641 -0.602
H -2.195 1.301 -0.207
H -1.877 -1.900 0.068
H -0.327 -0.285 -0.331
H 0.598 1.318 -0.771
H -0.663 0.868 -1.712
```

Energy relative to the best compared isomer or geometry (same formula, charge and spin) = 21.8 kcal per mole
2S+1 = 3
Lowest unoccupied orbital energy (spin up / spin down) = -2.95 / -7.43 eV
Total charge = +1
⟨S²⟩ = 2.01

***

No. 2
Density functional theory data (wB97M-V/def2-TZVPD) for a 5-piece molecular cluster, C29H64ClO5S overall.

The geometry in XYZ format:
```
100
Properties=species:S:1:pos:R:3
C 2.571 -0.081 2.130
C 1.808 -0.474 1.299
S 0.676 -0.730 -0.005
C 0.752 0.762 -1.060
C 1.346 0.360 -2.407
C 1.350 1.503 -3.424
Cl -0.268 1.575 -4.205
C -0.953 -0.807 0.834
C -2.117 -0.673 -0.156
C -2.644 -2.012 -0.708
C -3.693 -1.727 -1.816
C -4.888 -0.861 -1.332
C -4.692 0.604 -1.796
C -5.776 1.524 -1.198
O -5.720 2.850 -1.662
C -4.525 3.510 -1.290
H 3.231 0.219 2.906
H 1.374 1.492 -0.534
H -0.236 1.220 -1.154
H 2.383 0.045 -2.244
H 0.751 -0.455 -2.826
H 2.092 1.317 -4.195
H 1.537 2.466 -2.949
H -0.988 -1.685 1.479
H -0.974 0.075 1.482
H -1.872 -0.041 -1.014
H -2.929 -0.172 0.377
H -1.808 -2.490 -1.234
H -3.090 -2.653 0.053
H -3.223 -1.211 -2.658
H -4.077 -2.695 -2.143
H -5.079 -0.933 -0.256
H -5.777 -1.215 -1.861
H -3.707 0.997 -1.544
H -4.871 0.591 -2.875
H -5.785 1.467 -0.097
H -6.728 1.124 -1.560
H -4.626 4.591 -1.361
H -4.267 3.247 -0.253
H -3.726 3.191 -1.973
C -1.134 -2.577 -6.328
C -1.109 -2.385 -4.823
O -1.515 -3.526 -4.090
C -0.723 -4.691 -4.262
C 0.723 -4.513 -3.829
H -2.109 -2.946 -6.651
H -0.929 -1.633 -6.835
H -0.385 -3.299 -6.656
H -1.811 -1.592 -4.555
H -0.118 -2.050 -4.488
H -0.780 -5.042 -5.296
H -1.187 -5.461 -3.645
H 1.255 -3.814 -4.477
H 1.250 -5.466 -3.866
H 0.774 -4.121 -2.810
C -1.463 1.365 6.066
C -1.804 1.476 4.590
O -2.154 0.238 3.990
C -3.299 -0.415 4.521
C -4.578 0.393 4.384
H -0.703 0.599 6.228
H -1.089 2.318 6.441
H -2.335 1.093 6.662
H -0.926 1.834 4.049
H -2.595 2.216 4.427
H -3.126 -0.700 5.563
H -3.403 -1.343 3.957
H -4.557 1.290 5.004
H -5.437 -0.203 4.694
H -4.724 0.712 3.350
C 4.115 5.707 1.743
C 2.676 5.753 1.261
O 2.145 4.479 0.926
C 2.087 3.533 1.973
C 1.207 3.957 3.137
H 4.743 5.174 1.027
H 4.505 6.716 1.870
H 4.204 5.194 2.703
H 2.625 6.347 0.349
H 2.034 6.253 1.994
H 3.098 3.283 2.317
H 1.673 2.623 1.531
H 1.627 4.812 3.668
H 1.103 3.140 3.853
H 0.215 4.246 2.784
C 7.150 -3.161 2.222
C 7.324 -3.195 0.713
O 6.277 -3.868 0.033
C 4.987 -3.319 0.179
C 4.866 -1.898 -0.350
H 6.983 -4.166 2.611
H 8.037 -2.742 2.697
H 6.294 -2.549 2.517
H 8.235 -3.742 0.472
H 7.453 -2.184 0.312
H 4.662 -3.375 1.224
H 4.319 -3.968 -0.390
H 5.451 -1.195 0.248
H 3.832 -1.564 -0.312
H 5.232 -1.836 -1.376
```

Energy relative to the best compared isomer or geometry (same formula, charge and spin) = 0.0 kcal per mole
2S+1 = 1
Lowest unoccupied orbital energy = -3.05 eV
Total charge = +1

***

No. 3
Density functional theory data (wB97M-V/def2-TZVPD) for C7H12N3 as an isolated structure.

The geometry in XYZ format:
```
22
Properties=species:S:1:pos:R:3
C 1.175 -0.924 -0.361
C 2.043 0.043 0.207
C 1.026 1.063 0.942
C -1.378 -1.243 -0.765
C -0.409 -2.436 -0.940
C -0.519 -0.027 -0.597
C -1.207 1.979 0.571
N 0.881 -2.118 -0.463
N 3.298 0.114 0.053
N -0.384 0.708 0.720
H 1.218 1.115 2.041
H 1.181 2.003 0.464
H -1.964 -1.324 -1.719
H -2.200 -1.580 -0.069
H -0.868 -3.332 -0.435
H -0.292 -2.651 -2.023
H -0.632 0.709 -1.396
H -1.527 2.417 1.499
H -0.458 2.618 0.087
H -2.023 1.776 -0.079
H 3.784 0.889 0.565
H -0.743 0.200 1.695
```

Energy relative to the best compared isomer or geometry (same formula, charge and spin) = 59.9 kcal per mole
2S+1 = 3
Lowest unoccupied orbital energy (spin up / spin down) = -3.56 / -7.11 eV
Total charge = +1
⟨S²⟩ = 2.03

***

No. 4
Density functional theory data (wB97M-V/def2-TZVPD) for a 7-piece molecular cluster, C8H32N2O7 overall.

The geometry in XYZ format:
```
49
Properties=species:S:1:pos:R:3
C -12.308 25.707 -2.593
C -11.868 27.127 -2.138
C -12.947 27.857 -1.233
O -12.336 29.139 -0.935
C -12.921 29.862 0.128
N -10.513 27.108 -1.658
H -12.465 25.069 -1.723
H -11.609 25.264 -3.302
H -13.226 25.759 -3.179
H -11.944 27.887 -2.916
H -13.080 27.272 -0.323
H -13.889 28.077 -1.736
H -13.984 30.068 0.002
H -12.308 30.759 0.202
H -12.807 29.336 1.076
H -9.775 26.806 -2.278
H -10.269 28.049 -1.385
C -5.505 11.029 3.800
C -5.315 12.536 3.954
C -6.513 13.377 4.123
O -6.187 14.771 4.004
C -7.287 15.642 4.316
N -4.484 12.705 5.113
H -6.036 10.874 2.860
H -6.146 10.624 4.583
H -4.541 10.522 3.767
H -4.714 12.759 3.073
H -6.979 13.108 5.071
H -7.251 13.158 3.352
H -6.865 16.639 4.442
H -7.695 15.437 5.306
H -8.052 15.801 3.556
H -4.159 13.661 5.147
H -3.691 12.095 4.972
O -10.498 24.669 1.648
H -10.477 24.997 0.749
H -9.938 25.271 2.137
O -13.132 19.465 3.963
H -13.198 19.018 4.807
H -13.989 19.338 3.556
O -10.667 19.219 -3.016
H -10.629 19.434 -2.085
H -10.846 18.279 -3.038
O -13.155 23.801 4.686
H -13.513 23.083 4.164
H -12.416 24.126 4.171
O -10.684 20.558 0.995
H -11.223 20.365 1.762
H -10.566 21.507 1.017
```

Energy relative to the best compared isomer or geometry (same formula, charge and spin) = 39.6 kcal per mole
2S+1 = 1
Lowest unoccupied orbital energy = 0.42 eV
SMILES = COC[C@H](C)N.COC[C@H](C)N.O.O.O.O.O

***

No. 5
Density functional theory data (wB97M-V/def2-TZVPD) for an isolated molecule of C4H4N6O2.

The geometry in XYZ format:
```
16
Properties=species:S:1:pos:R:3
C -2.489 0.093 -0.013
C -0.469 -0.565 -0.020
C 0.949 -0.407 0.036
C 1.736 0.817 0.014
H -3.423 1.874 0.422
H -4.385 0.530 0.162
H 2.006 2.775 -0.200
H 0.363 2.251 -0.342
N -3.517 0.983 -0.082
N -2.515 -1.205 0.015
N -1.186 -1.654 -0.019
N 1.813 -1.399 -0.013
N 3.008 0.499 0.015
N 1.301 2.093 0.038
O -1.196 0.580 0.025
O 3.040 -0.865 -0.003
```

Energy relative to the best compared isomer or geometry (same formula, charge and spin) = 0.0 kcal per mole
2S+1 = 1
Lowest unoccupied orbital energy = 0.16 eV
SMILES = Nc1nnc(-c2nonc2N)o1

***

No. 6
Density functional theory data (wB97M-V/def2-TZVPD) for a 2-piece molecular cluster, C12H24O8S overall.

The geometry in XYZ format:
```
45
Properties=species:S:1:pos:R:3
O -2.417 1.400 1.303
C -2.684 0.677 0.401
O -2.189 0.831 -0.844
C -1.662 -0.362 -1.452
C -0.371 -0.021 -2.179
C -0.127 -0.980 -3.341
C 1.284 -0.820 -3.871
O 1.527 -1.518 -5.109
S 1.451 -3.104 -5.251
O 0.073 -3.546 -5.195
O 2.075 -3.382 -3.763
C 1.891 -4.690 -3.211
C 1.772 -4.569 -1.712
O 3.077 -4.601 -1.115
C 3.301 -3.684 -0.130
O 3.553 -2.542 -0.338
H -3.397 -0.163 0.485
H -2.398 -0.776 -2.149
H -1.468 -1.116 -0.684
H -0.430 1.014 -2.525
H 0.463 -0.074 -1.473
H -0.306 -2.012 -3.021
H -0.838 -0.783 -4.148
H 1.460 0.227 -4.125
H 2.032 -1.108 -3.132
H 2.761 -5.304 -3.459
H 0.992 -5.159 -3.617
H 1.292 -3.613 -1.485
H 1.159 -5.376 -1.305
H 3.276 -4.117 0.883
C -2.293 5.273 4.639
C -0.952 4.912 5.254
O -0.797 3.534 5.543
C -0.896 2.655 4.433
C 0.136 2.899 3.347
H -3.110 4.957 5.289
H -2.356 6.353 4.502
H -2.436 4.807 3.663
H -0.841 5.410 6.217
H -0.135 5.267 4.614
H -1.903 2.680 4.004
H -0.757 1.660 4.857
H 0.021 3.879 2.882
H 0.020 2.151 2.563
H 1.148 2.833 3.753
```

Energy relative to the best compared isomer or geometry (same formula, charge and spin) = 0.0 kcal per mole
2S+1 = 1
Lowest unoccupied orbital energy = 0.41 eV